1.
3 unconnected molecules or ions with the total composition C35H30N2O13P at a distorted geometry. Source: the OMol25 dataset; level of theory: the ωB97M-V functional and the def2-TZVPD basis.

XYZ file:
```
81
Properties=species:S:1:pos:R:3
O 4.67 -4.48 0.44
N 5.25 -3.83 -0.42
O 4.43 -3.63 -1.50
C 4.82 -2.31 -2.09
N 5.72 -1.54 -1.15
C 4.98 -0.57 -0.27
C 3.47 -1.02 0.16
O 2.40 -0.51 -0.76
C 1.14 -1.27 -0.57
O -0.02 -0.39 -0.79
C -1.25 -1.15 -1.08
C -2.33 -1.17 0.19
O -2.84 0.18 0.52
C 4.96 0.98 -0.83
O 5.71 1.48 -1.82
O 4.06 1.96 -0.13
P 5.99 -0.50 1.39
O 5.21 -1.64 2.48
O 7.55 -1.26 1.00
H 3.91 -1.71 -2.52
H 5.49 -2.60 -3.04
H 6.40 -1.04 -1.80
H 3.24 -0.48 1.20
H 3.34 -2.18 0.38
H 1.16 -2.18 -1.33
H 1.10 -1.62 0.55
H -1.06 -2.29 -1.34
H -1.81 -0.61 -1.98
H -3.27 -1.83 -0.14
H -1.88 -1.74 1.14
H -2.02 0.69 0.79
H 5.58 -1.41 3.40
H 7.90 -0.80 0.16
C -3.24 -5.77 6.99
C -2.40 -5.97 5.90
C -2.77 -5.49 4.64
C -3.98 -4.82 4.47
C -4.84 -4.64 5.56
C -4.46 -5.11 6.82
C -6.15 -3.98 5.38
O -6.90 -3.82 6.34
C -6.54 -3.52 4.03
C -7.80 -2.94 3.84
C -8.18 -2.50 2.57
C -7.30 -2.61 1.50
C -6.04 -3.19 1.69
C -5.67 -3.66 2.96
C -4.35 -4.30 3.14
O -3.58 -4.41 2.19
H -2.96 -6.13 7.98
H -1.46 -6.49 6.03
H -2.10 -5.64 3.79
H -5.12 -4.96 7.68
H -8.50 -2.85 4.67
H -9.16 -2.05 2.42
H -7.59 -2.26 0.51
H -5.36 -3.28 0.84
C 3.00 2.47 -3.42
C 2.13 2.23 -4.48
C 1.35 3.26 -4.99
C 1.43 4.55 -4.44
C 2.28 4.79 -3.36
C 3.07 3.75 -2.86
C 2.33 6.12 -2.74
O 3.09 6.34 -1.79
C 1.47 7.20 -3.26
C 1.47 8.46 -2.64
C 0.66 9.48 -3.14
C -0.14 9.26 -4.26
C -0.15 8.01 -4.88
C 0.65 6.97 -4.37
C 0.61 5.64 -5.01
O -0.10 5.44 -5.99
H 3.61 1.67 -3.02
H 2.06 1.23 -4.90
H 0.67 3.07 -5.83
H 3.75 3.93 -2.02
H 2.09 8.64 -1.77
H 0.66 10.45 -2.65
H -0.76 10.06 -4.65
H -0.78 7.84 -5.75
```

Summary:
HOMO, eV: -4.929
Max |F|, hartree/bohr: 0.1555
E, hartree: -2780.54425
Charge: -1

Computed Löwdin charges, given in elementary charges: -0.001, -0.052, -0.124, -0.167, -0.073, -0.436, -0.165, -0.172, -0.191, -0.160, -0.179, -0.215, -0.139, -0.433, -0.142, -0.245, 0.999, -0.373, -0.381, 0.146, 0.141, 0.125, 0.141, 0.123, 0.148, 0.150, 0.125, 0.143, 0.123, 0.129, 0.108, 0.063, 0.061, -0.061, -0.057, 0.009, -0.085, -0.086, 0.004, -0.279, 0.093, -0.086, 0.004, -0.059, -0.055, 0.010, -0.082, -0.276, 0.093, 0.106, 0.108, 0.123, 0.120, 0.120, 0.106, 0.109, 0.114, -0.024, -0.053, -0.010, -0.102, -0.084, 0.038, -0.278, 0.104, -0.082, 0.002, -0.072, -0.075, -0.003, -0.085, -0.286, 0.077, 0.088, 0.102, 0.113, 0.120, 0.119, 0.101, 0.100, 0.117



2.
A molecular structure, C35H30N3O9Ru. Source: the OMol25 dataset; level of theory: the ωB97M-V functional and the def2-TZVPD basis.

XYZ file:
```
78
Properties=species:S:1:pos:R:3
Ru -0.86 0.98 0.57
O 1.73 2.19 3.94
C 0.89 1.58 3.11
O 1.21 1.22 2.00
C -0.47 1.30 3.64
C -0.73 1.13 4.98
C -2.01 0.63 5.34
C -2.93 0.38 4.37
C -2.63 0.63 3.01
N -1.36 1.06 2.66
C -3.52 0.55 1.90
O -4.78 0.10 2.04
O -3.17 0.93 0.76
H 2.57 2.30 3.46
H 0.03 1.35 5.71
H -2.24 0.44 6.38
H -3.90 -0.02 4.65
H -4.95 -0.17 2.95
C -1.77 3.62 -0.10
C -0.61 3.00 0.67
O 0.22 3.66 1.22
H -1.59 4.70 -0.15
H -2.70 3.41 0.42
H -1.84 3.20 -1.10
N 2.78 0.02 -0.18
C 4.02 0.40 0.27
C 4.96 0.98 -0.59
C 6.19 1.39 -0.11
C 6.53 1.24 1.23
C 5.60 0.66 2.08
C 4.37 0.24 1.62
H 2.61 -0.13 -1.16
H 2.23 -0.56 0.43
H 4.71 1.12 -1.64
H 6.90 1.85 -0.80
H 7.49 1.56 1.59
H 5.85 0.52 3.13
H 3.65 -0.23 2.29
O 0.48 -0.83 -1.86
C -0.14 0.16 -2.22
O -0.57 1.09 -1.41
C -0.45 0.41 -3.66
C -0.08 -0.55 -4.59
C -0.34 -0.39 -5.95
C -0.99 0.77 -6.32
O -1.37 1.16 -7.57
C -1.96 2.45 -7.42
O -1.99 2.77 -6.04
C -1.36 1.73 -5.40
C -1.11 1.59 -4.06
H 0.43 -1.43 -4.23
H -0.06 -1.13 -6.68
H -2.97 2.43 -7.81
H -1.34 3.19 -7.95
H -1.39 2.34 -3.34
C 2.46 -3.27 2.34
C 1.70 -2.42 3.13
C 0.61 -1.75 2.60
C 0.26 -1.95 1.27
C 1.00 -2.83 0.47
C 2.11 -3.47 1.01
N -0.82 -1.25 0.70
C -1.81 -2.01 0.14
C -2.05 -3.34 0.57
C -3.08 -4.07 0.02
C -3.88 -3.53 -0.98
C -3.66 -2.22 -1.41
C -2.65 -1.46 -0.85
H 3.33 -3.76 2.75
H 1.96 -2.27 4.17
H 0.00 -1.11 3.22
H 0.74 -2.94 -0.57
H 2.71 -4.12 0.38
H -1.44 -3.76 1.36
H -3.26 -5.08 0.37
H -4.68 -4.11 -1.41
H -4.28 -1.79 -2.18
H -2.49 -0.45 -1.19
```

Summary:
HOMO (spin up / spin down), eV: -6.215 / -7.318
⟨S²⟩: 8.81
Max |F|, hartree/bohr: 0.0100
E, hartree: -2288.02658
Spin multiplicity: 6
ΔE to the lowest compared entry with this formula, charge and spin, eV: 0.762

Computed Löwdin charges, given in elementary charges: 1.463, 0.158, -0.475, 0.032, -0.230, -0.007, -0.062, -0.016, -0.196, 0.011, -0.479, 0.120, -0.066, 0.145, 0.114, 0.105, 0.109, 0.094, -0.052, -0.453, 0.046, 0.084, 0.069, 0.052, 0.133, -0.318, -0.043, -0.107, -0.124, -0.111, -0.057, 0.084, 0.051, 0.106, 0.098, 0.091, 0.097, 0.092, 0.034, -0.573, -0.208, -0.130, -0.013, 0.021, -0.212, 0.034, -0.131, 0.033, -0.198, 0.078, 0.116, 0.120, 0.136, 0.137, 0.118, -0.083, -0.075, -0.024, -0.311, -0.036, -0.064, 0.068, -0.267, 0.002, -0.071, -0.066, -0.052, -0.013, 0.105, 0.108, 0.099, 0.117, 0.109, 0.119, 0.106, 0.105, 0.112, 0.090



3.
A molecular structure, C35H31AsLiNO2S2 at a distorted geometry. Source: the OMol25 dataset; level of theory: the ωB97M-V functional and the def2-TZVPD basis.

XYZ file:
```
73
Properties=species:S:1:pos:R:3
Li 0.66 0.38 0.83
S 4.50 -0.13 2.84
C 3.51 0.39 4.12
C 2.26 0.78 3.71
C 2.02 0.65 2.31
C 3.15 0.17 1.71
C 3.34 -0.03 0.31
C 4.61 -0.07 -0.30
C 4.70 -0.19 -1.66
C 3.53 -0.28 -2.41
C 2.33 -0.25 -1.74
N 2.23 -0.13 -0.43
H 3.92 0.38 5.11
H 1.54 1.17 4.40
H 5.49 0.01 0.33
H 5.67 -0.20 -2.15
H 3.56 -0.38 -3.49
H 1.39 -0.31 -2.27
C -5.39 -2.38 -3.04
C -4.08 -2.27 -2.33
C -4.02 -2.10 -0.95
C -2.80 -2.01 -0.31
C -1.63 -2.08 -1.05
C -1.67 -2.22 -2.42
C -2.89 -2.32 -3.06
S -0.06 -1.88 -0.17
C 0.02 -3.63 0.40
O -0.43 -1.15 1.05
H -6.20 -2.49 -2.33
H -5.38 -3.24 -3.71
H -5.57 -1.49 -3.64
H -4.93 -2.04 -0.38
H -2.72 -1.85 0.75
H -0.75 -2.25 -2.99
H -2.94 -2.42 -4.13
H -0.89 -3.90 0.93
H 0.87 -3.68 1.07
H 0.18 -4.28 -0.45
O -0.39 1.24 -0.56
As -1.33 2.18 0.34
C -2.66 1.20 1.34
C -3.95 0.98 0.89
C -4.83 0.22 1.64
C -4.40 -0.35 2.84
C -3.10 -0.15 3.28
C -2.23 0.63 2.53
C -2.13 3.52 -0.83
C -3.36 4.13 -0.64
C -3.78 5.12 -1.51
C -2.97 5.51 -2.57
C -1.73 4.92 -2.74
C -1.31 3.92 -1.87
C -0.36 3.27 1.61
C -0.97 3.77 2.75
C -0.26 4.63 3.58
C 1.03 5.00 3.25
C 1.64 4.51 2.10
C 0.94 3.64 1.28
H -4.26 1.41 -0.06
H -5.84 0.06 1.29
H -5.08 -0.94 3.43
H -2.76 -0.59 4.20
H -1.21 0.79 2.85
H -3.98 3.84 0.20
H -4.74 5.58 -1.36
H -3.31 6.27 -3.25
H -1.08 5.23 -3.55
H -0.35 3.44 -2.00
H -1.98 3.48 2.99
H -0.73 5.02 4.47
H 1.58 5.67 3.90
H 2.65 4.80 1.85
H 1.38 3.22 0.38
```

Summary:
HOMO, eV: -6.869
Max |F|, hartree/bohr: 0.0551
E, hartree: -4597.20439
ΔE to the lowest compared entry with this formula, charge and spin, eV: 0.521

Computed Löwdin charges, given in elementary charges: 0.450, 0.959, -0.462, -0.253, -0.192, -0.547, -0.315, -0.037, -0.073, -0.074, -0.172, 0.004, 0.047, 0.075, 0.084, 0.104, 0.094, 0.095, -0.050, -0.275, -0.032, -0.069, -0.368, -0.069, -0.038, 0.948, -0.185, -0.574, 0.074, 0.081, 0.085, 0.107, 0.104, 0.109, 0.116, 0.056, 0.052, 0.053, -0.500, 1.169, -0.291, -0.102, -0.095, -0.077, -0.061, -0.113, -0.272, -0.099, -0.085, -0.083, -0.076, -0.094, -0.303, -0.094, -0.079, -0.077, -0.063, -0.098, 0.107, 0.106, 0.105, 0.112, 0.105, 0.099, 0.103, 0.103, 0.105, 0.105, 0.104, 0.104, 0.104, 0.109, 0.109



Copy entry 2 word for word.
A molecular structure, C35H30N3O9Ru. Source: the OMol25 dataset; level of theory: the ωB97M-V functional and the def2-TZVPD basis.

XYZ file:
```
78
Properties=species:S:1:pos:R:3
Ru -0.86 0.98 0.57
O 1.73 2.19 3.94
C 0.89 1.58 3.11
O 1.21 1.22 2.00
C -0.47 1.30 3.64
C -0.73 1.13 4.98
C -2.01 0.63 5.34
C -2.93 0.38 4.37
C -2.63 0.63 3.01
N -1.36 1.06 2.66
C -3.52 0.55 1.90
O -4.78 0.10 2.04
O -3.17 0.93 0.76
H 2.57 2.30 3.46
H 0.03 1.35 5.71
H -2.24 0.44 6.38
H -3.90 -0.02 4.65
H -4.95 -0.17 2.95
C -1.77 3.62 -0.10
C -0.61 3.00 0.67
O 0.22 3.66 1.22
H -1.59 4.70 -0.15
H -2.70 3.41 0.42
H -1.84 3.20 -1.10
N 2.78 0.02 -0.18
C 4.02 0.40 0.27
C 4.96 0.98 -0.59
C 6.19 1.39 -0.11
C 6.53 1.24 1.23
C 5.60 0.66 2.08
C 4.37 0.24 1.62
H 2.61 -0.13 -1.16
H 2.23 -0.56 0.43
H 4.71 1.12 -1.64
H 6.90 1.85 -0.80
H 7.49 1.56 1.59
H 5.85 0.52 3.13
H 3.65 -0.23 2.29
O 0.48 -0.83 -1.86
C -0.14 0.16 -2.22
O -0.57 1.09 -1.41
C -0.45 0.41 -3.66
C -0.08 -0.55 -4.59
C -0.34 -0.39 -5.95
C -0.99 0.77 -6.32
O -1.37 1.16 -7.57
C -1.96 2.45 -7.42
O -1.99 2.77 -6.04
C -1.36 1.73 -5.40
C -1.11 1.59 -4.06
H 0.43 -1.43 -4.23
H -0.06 -1.13 -6.68
H -2.97 2.43 -7.81
H -1.34 3.19 -7.95
H -1.39 2.34 -3.34
C 2.46 -3.27 2.34
C 1.70 -2.42 3.13
C 0.61 -1.75 2.60
C 0.26 -1.95 1.27
C 1.00 -2.83 0.47
C 2.11 -3.47 1.01
N -0.82 -1.25 0.70
C -1.81 -2.01 0.14
C -2.05 -3.34 0.57
C -3.08 -4.07 0.02
C -3.88 -3.53 -0.98
C -3.66 -2.22 -1.41
C -2.65 -1.46 -0.85
H 3.33 -3.76 2.75
H 1.96 -2.27 4.17
H 0.00 -1.11 3.22
H 0.74 -2.94 -0.57
H 2.71 -4.12 0.38
H -1.44 -3.76 1.36
H -3.26 -5.08 0.37
H -4.68 -4.11 -1.41
H -4.28 -1.79 -2.18
H -2.49 -0.45 -1.19
```

Summary:
HOMO (spin up / spin down), eV: -6.215 / -7.318
⟨S²⟩: 8.81
Max |F|, hartree/bohr: 0.0100
E, hartree: -2288.02658
Spin multiplicity: 6
ΔE to the lowest compared entry with this formula, charge and spin, eV: 0.762

Computed Löwdin charges, given in elementary charges: 1.463, 0.158, -0.475, 0.032, -0.230, -0.007, -0.062, -0.016, -0.196, 0.011, -0.479, 0.120, -0.066, 0.145, 0.114, 0.105, 0.109, 0.094, -0.052, -0.453, 0.046, 0.084, 0.069, 0.052, 0.133, -0.318, -0.043, -0.107, -0.124, -0.111, -0.057, 0.084, 0.051, 0.106, 0.098, 0.091, 0.097, 0.092, 0.034, -0.573, -0.208, -0.130, -0.013, 0.021, -0.212, 0.034, -0.131, 0.033, -0.198, 0.078, 0.116, 0.120, 0.136, 0.137, 0.118, -0.083, -0.075, -0.024, -0.311, -0.036, -0.064, 0.068, -0.267, 0.002, -0.071, -0.066, -0.052, -0.013, 0.105, 0.108, 0.099, 0.117, 0.109, 0.119, 0.106, 0.105, 0.112, 0.090



Q: Among the records above, which one has the lowest E?
A: C35H31AsLiNO2S2



Q: Which value of max |F| does entry 1 give?
A: 0.1555 hartree/bohr